No. 1
The following is a DFT calculation (the ωB97M-V functional and the def2-TZVPD basis) of a 8-piece molecular cluster, C35H72BBrNO17 overall in a non-equilibrium geometry.

Results
E_HOMO: -4.05 eV
Gap between HOMO and LUMO: 5.71 eV
Multiplicity: 1
Net charge: -1
ΔE to the lowest compared entry with this formula, charge and spin: 118.54 kcal per mole

Each line ends with the Mulliken charge.
Atoms and positions in Å:
Br1 -4.23950 -1.15260 -2.03459  -0.231
O1 5.14907 -3.93510 4.15545  -0.238
O2 -3.73017 5.21987 -0.00577  -0.341
O3 1.40715 2.00801 3.34065  -0.535
O4 8.42459 -1.71305 -5.09473  -0.590
O5 8.48842 -0.82852 -3.03713  -0.339
O6 -2.47221 -4.44585 1.12357  -0.374
O7 -6.62461 -0.28200 -3.31888  -0.847
O8 -4.47266 3.51545 -1.25632  -0.393
O9 6.49299 -3.08383 5.73325  -0.598
O10 1.95356 -1.88850 4.21580  -0.443
O11 -6.58380 -0.10405 -0.91587  -0.828
O12 5.02246 -0.79869 -0.61702  -0.351
O13 -7.42158 1.66090 -5.52865  -0.534
O14 -1.73746 -5.48037 2.97023  -0.646
O15 1.88973 -2.77302 2.15819  -0.518
O16 5.50410 1.38562 -0.48655  -0.621
O17 -0.54378 1.59299 2.31995  -0.281
N1 -8.71410 -0.47246 -2.16424  -0.182
C1 4.98569 0.46012 -1.10828  0.828
C2 -7.90130 2.33582 -4.31244  0.449
C3 -0.42418 -3.64838 2.22278  -0.416
C4 6.91159 -5.34248 5.13087  -1.099
C5 6.19101 -4.03212 5.01116  0.752
C6 -1.97736 2.66541 0.66815  -0.198
C7 3.67462 -1.26357 2.57688  -0.851
C8 4.29270 -1.91110 -1.16689  -0.087
C9 2.46027 -2.05032 2.97308  0.946
C10 -4.17192 7.60305 0.23717  -1.104
C11 -1.52283 -3.49748 -0.90939  -0.805
C12 -0.03786 3.87445 3.07998  -1.162
C13 10.20947 -0.20360 -4.67605  -0.988
C14 -1.90537 1.92586 1.99189  -0.732
C15 9.16932 -0.16113 -1.95855  -0.422
C16 -5.88093 0.98160 -2.99780  -0.044
C17 8.94070 1.33831 -2.02029  -0.876
C18 0.31774 2.42285 2.94958  0.762
C19 3.98305 -6.02883 3.71915  -1.115
C20 2.40584 0.27833 5.23264  -0.875
C21 4.38544 0.69256 -2.46338  -0.997
C22 -5.33306 0.48253 -1.50049  0.037
C23 5.06527 -2.55592 -2.30344  -1.108
C24 -4.11098 4.68870 -1.18904  0.776
C25 4.83036 -4.90838 3.14377  -0.057
C26 -1.60337 -4.57305 2.15131  0.464
C27 2.63446 -1.22111 5.29437  -0.243
C28 -8.28858 3.89569 -4.77342  -1.069
C29 -6.85935 2.30408 -3.04418  -0.058
C30 8.99512 -0.99035 -4.27985  0.772
C31 -3.11834 6.51374 0.14896  -0.376
C32 -4.17302 5.57702 -2.39637  -1.223
C33 -9.59795 -1.46975 -1.44149  -0.458
C34 -2.51537 -3.32148 0.22564  -0.114
C35 -9.83227 -0.83206 0.08683  -0.802
B1 -7.23868 -0.81470 -2.06582  1.442
H1 0.38426 4.25125 4.01747  0.351
H2 6.90218 -5.93546 4.21815  0.343
H3 2.81519 0.70805 4.31396  0.232
H4 2.87592 0.77333 6.08554  0.405
H5 -9.09816 4.38131 -4.08047  0.286
H6 4.17875 -2.63752 -0.35491  0.154
H7 3.91789 1.68272 -2.46951  0.344
H8 10.79774 -0.80483 -5.37713  0.307
H9 5.21165 -1.85918 -3.13370  0.280
H10 4.25197 -4.38003 2.37806  -0.012
H11 7.87059 1.56218 -2.01554  0.189
H12 4.33850 -1.02999 3.40722  0.408
H13 -3.70490 8.57490 0.41275  0.381
H14 -4.76283 7.66354 -0.68118  0.277
H15 8.73557 -0.55088 -1.03121  0.334
H16 3.69512 -1.48574 5.31497  0.123
H17 -8.80299 3.76867 -5.83937  0.305
H18 3.35996 -0.34037 2.08410  0.365
H19 -4.74432 1.25878 -0.85270  0.137
H20 -1.60075 -2.67024 -1.61864  0.279
H21 3.28182 -1.61399 -1.45899  0.363
H22 3.60071 -0.01495 -2.72491  0.363
H23 -9.65438 0.33420 0.00583  0.163
H24 -2.37715 -2.38048 0.76495  0.232
H25 9.89482 0.71961 -5.16882  0.252
H26 -10.91962 -1.01535 0.48047  0.295
H27 6.47593 -5.91885 5.95071  0.265
H28 -3.52959 -3.29475 -0.18745  0.238
H29 -3.92273 4.97925 -3.27903  0.328
H30 9.41078 1.83330 -1.16739  0.357
H31 4.26288 -1.86480 1.87579  -0.115
H32 -1.50874 2.07627 -0.12467  0.290
H33 -8.90126 1.80748 -3.93876  0.118
H34 5.73449 -5.27417 2.64960  0.389
H35 4.53442 -3.43409 -2.67820  0.407
H36 10.87336 0.02998 -3.84571  0.335
H37 -10.63040 -1.67580 -1.99418  0.286
H38 -6.44700 1.85898 -5.66909  0.337
H39 -3.46050 6.39959 -2.37523  0.415
H40 -7.53447 2.25944 -2.06150  0.144
H41 -1.44269 3.61849 0.71264  0.179
H42 -3.01653 2.86405 0.39592  -0.041
H43 -5.18744 5.96923 -2.50250  0.292
H44 -4.88518 1.13615 -3.61052  0.161
H45 -1.10863 4.06279 3.13224  0.368
H46 -9.10524 -2.53559 -1.29616  0.204
H47 0.43266 -4.11999 1.73540  0.231
H48 4.52036 -6.57734 4.49801  0.328
H49 -9.02771 -0.28473 -3.14155  0.126
H50 1.33573 0.50221 5.23739  0.189
H51 -0.60488 -2.66914 1.78324  0.234
H52 -2.55906 6.48045 1.09028  0.273
H53 -1.70857 -4.43673 -1.43721  0.267
H54 -7.31134 4.56580 -4.89369  0.203
H55 -4.87162 7.39293 1.05053  0.315
H56 7.96466 -5.13936 5.35184  0.324
H57 3.69560 -6.73345 2.93537  0.378
H58 -2.38411 6.69969 -0.63957  0.401
H59 -6.20984 3.27381 -2.93936  -0.330
H60 -2.38512 2.47330 2.80774  0.341
H61 5.17629 0.66273 -3.21691  0.194
H62 -2.44221 0.97542 1.89990  0.338
H63 3.07909 -5.62485 4.18275  0.306
H64 0.39430 4.42721 2.24222  0.256
H65 10.22998 -0.42577 -1.93795  0.358
H66 6.05983 -2.85926 -1.96565  0.271
H67 2.20072 -1.61085 6.22171  0.387
H68 -0.49470 -3.54041 -0.53887  0.216
H69 -8.98011 -1.25856 0.76594  0.162
H70 -7.08380 -1.96615 -1.88685  -0.417
H71 9.35005 1.76802 -2.93897  0.301
H72 -0.18730 -3.47055 3.27697  0.181

---

No. 2
The following is a DFT calculation (the ωB97M-V functional and the def2-TZVPD basis) of a 8-piece molecular cluster, C35H72BBrNO17 overall.

Results
E_HOMO: -4.34 eV
Gap between HOMO and LUMO: 6.00 eV
Multiplicity: 1
Net charge: -1
ΔE to the lowest compared entry with this formula, charge and spin: 0.00 kcal per mole

Each line ends with the Mulliken charge.
Atoms and positions in Å:
Br1 0.86719 3.74880 3.18258  -0.376
O1 -2.16202 -1.30882 0.65595  -0.302
O2 1.56710 -2.15401 -4.36857  -0.347
O3 -1.80446 0.78234 -3.65221  -0.461
O4 1.63485 4.48857 6.13539  -0.934
O5 -3.53113 5.25516 -2.18394  -0.618
O6 -1.93958 5.06433 -0.69321  -0.386
O7 4.69175 -3.07654 -6.24418  -0.287
O8 -2.89332 -0.27688 -7.24084  -0.244
O9 3.61178 3.32249 7.97974  -0.587
O10 0.67369 -0.36069 5.70068  -0.420
O11 -4.10006 -1.85895 -8.15055  -0.578
O12 -0.30424 -2.32074 5.68243  -0.331
O13 -3.77595 -0.16890 -3.63777  -0.437
O14 1.55961 -4.20478 -3.60374  -0.609
O15 6.51254 -1.88352 -6.01175  -0.567
O16 -0.55373 3.73480 5.63615  -0.756
O17 -2.74457 -2.90949 -0.72234  -0.514
N1 -0.20462 5.23762 7.64027  -0.154
C1 1.93631 -0.76683 -4.26473  -0.148
C2 -1.97721 0.82418 -7.32274  -0.060
C3 -2.45520 -0.21152 -3.86212  0.906
C4 4.03595 -5.40584 -5.91264  -0.923
C5 2.02072 -3.09622 -3.52254  0.835
C6 2.34818 2.80557 8.39039  0.651
C7 6.01837 -2.90193 -6.41022  0.832
C8 -0.26018 -3.74295 5.81150  -0.386
C9 -1.04958 4.27115 0.11803  -0.167
C10 -2.56306 -2.56602 0.41682  0.771
C11 -0.73836 -1.14735 2.64132  -0.278
C12 -4.64293 -2.34353 -3.00519  -0.929
C13 -2.64278 5.58090 8.00081  -1.127
C14 2.56795 1.65458 9.37267  -1.497
C15 -2.05302 -0.78425 1.99496  -0.729
C16 -2.72238 4.53794 -1.65033  0.499
C17 -1.24518 6.20961 7.88652  -0.532
C18 -2.51300 3.11009 -2.08872  -0.461
C19 -0.52176 -4.20214 7.23088  -1.127
C20 0.76132 -1.52832 5.94849  0.752
C21 3.13883 -2.76120 -2.56436  -1.029
C22 0.33753 2.95448 5.06479  -0.218
C23 -4.65821 -1.23563 -4.03215  -0.220
C24 -3.46373 -0.85354 -8.31373  0.757
C25 1.60705 3.11356 5.91692  0.056
C26 -3.34751 -0.18812 -9.66546  -1.133
C27 1.98315 -2.10780 6.62362  -1.184
C28 -2.69563 2.15469 -7.39061  -1.134
C29 -2.71247 -3.54805 1.55938  -1.200
C30 3.97059 -4.18520 -6.80217  -0.473
C31 3.24578 -0.46889 -4.96232  -1.034
C32 -1.80328 -1.49644 -4.30218  -0.846
C33 6.84826 -4.00768 -7.02209  -1.148
C34 0.27056 4.00940 -0.57304  -0.807
C35 1.44635 2.35079 7.23904  -0.581
B1 0.21410 4.96131 6.19924  1.256
H1 -1.03143 6.77346 8.79957  0.403
H2 3.18449 -1.71683 -2.27157  0.371
H3 -3.35619 2.26179 -6.53053  0.302
H4 1.11564 -0.23621 -4.74474  0.175
H5 0.61093 5.42413 8.20441  0.112
H6 0.13967 3.41718 -1.48028  0.234
H7 -1.27764 6.94313 7.06561  0.304
H8 0.09050 -0.77814 2.03676  0.296
H9 2.47271 2.75569 5.34833  0.489
H10 0.41002 2.49935 7.54879  0.313
H11 -2.13963 0.29398 1.88065  0.343
H12 -1.47857 -3.81303 7.57808  0.316
H13 6.30666 -4.65507 -7.70519  0.344
H14 1.84859 3.61040 8.92604  0.129
H15 -1.27950 0.68511 -8.15026  0.417
H16 7.67634 -3.54535 -7.55220  0.342
H17 1.93964 -0.45371 -3.22070  0.364
H18 -4.41424 -1.58599 -5.03630  0.080
H19 -4.22591 0.44091 -9.80878  0.276
H20 -0.95617 -1.24024 -4.93244  -0.150
H21 4.08181 -3.03071 -3.04190  0.185
H22 -1.77709 -4.10016 1.65023  0.266
H23 -1.05154 -4.09645 5.15087  0.266
H24 3.66469 -5.14124 -4.92246  0.201
H25 5.05289 -5.78623 -5.80828  0.312
H26 0.25101 -3.85168 7.91455  0.283
H27 -5.63572 -0.75961 -4.09163  0.394
H28 -1.97370 2.97129 -7.37661  0.382
H29 3.91442 2.81008 7.21862  0.359
H30 -2.52735 4.54423 8.32050  0.264
H31 1.87699 -1.95304 7.69783  0.274
H32 -1.40298 0.77032 -6.39878  -0.037
H33 -1.83367 3.10979 -2.93857  0.186
H34 -0.00784 5.93263 5.47348  -0.355
H35 2.15322 -3.16403 6.43391  0.413
H36 -1.43743 -2.02016 -3.41868  0.369
H37 -2.90689 -1.11085 2.58885  0.360
H38 -3.29771 2.24385 -8.29565  0.331
H39 4.30597 -4.38917 -7.82010  0.403
H40 -3.27554 6.09873 8.72476  0.362
H41 3.01040 -3.37232 -1.67503  0.369
H42 -3.46646 2.70799 -2.41824  0.271
H43 -3.66031 -2.79990 -2.93164  0.218
H44 -2.45030 -2.15859 -4.86992  0.452
H45 0.93315 3.47266 0.10583  0.277
H46 -0.89384 4.86503 1.01419  0.253
H47 -2.45739 0.42151 -9.79118  0.340
H48 -3.35458 -0.96792 -10.42211  0.334
H49 -0.67177 -0.69941 3.63142  0.025
H50 -0.02737 1.96299 4.81813  0.392
H51 -2.10564 2.45599 -1.32353  0.176
H52 -0.62965 -2.22843 2.74379  0.170
H53 -1.53593 3.34758 0.43302  0.251
H54 2.94447 -3.82668 -6.86697  0.322
H55 0.73914 4.95448 -0.84985  0.264
H56 2.84619 -1.54282 6.28177  0.333
H57 3.38956 1.91396 10.04174  0.387
H58 -3.14237 5.55721 7.03178  0.231
H59 2.83652 0.73623 8.84578  0.267
H60 1.58393 1.28196 7.07884  -0.134
H61 -5.36602 -3.12092 -3.25911  0.435
H62 -3.50052 -4.24728 1.29301  0.375
H63 -4.88627 -1.94262 -2.02251  0.219
H64 0.68061 -4.13548 5.42195  0.413
H65 -2.94651 -3.09631 2.51840  0.367
H66 -0.54925 -5.29160 7.27426  0.383
H67 3.40925 -6.20156 -6.31486  0.358
H68 4.08403 -0.99767 -4.51080  0.252
H69 1.68492 1.48077 9.99022  0.358
H70 7.25297 -4.61428 -6.21206  0.267
H71 3.19703 -0.77332 -6.00738  0.210
H72 3.45227 0.60100 -4.91727  0.450

---

No. 3
The following is a DFT calculation (the ωB97M-V functional and the def2-TZVPD basis) of a 3-piece molecular cluster, C35H72BNO7 overall in a non-equilibrium geometry.

Results
E_HOMO: -7.60 eV
SMILES string: CCCO[C@]1(COC)OC(=O)[C@@](CCC(C)C)(OCCOCC)[C@@]1(N=C(C)C)B(O)CC.CCCCCC.CCCCCC
Gap between HOMO and LUMO: 7.76 eV
Multiplicity: 1
ΔE to the lowest compared entry with this formula, charge and spin: 21.69 kcal per mole

Each line ends with the Mulliken charge.
Atoms and positions in Å:
O1 -1.13756 3.39619 0.22664  -0.273
O2 0.24388 2.49067 -1.28759  -0.390
O3 1.86980 4.22569 -0.50754  -0.391
O4 1.78508 0.61906 -0.71967  -0.605
O5 4.38897 -1.73868 0.29946  -0.374
O6 0.54005 2.09314 3.09088  -0.668
O7 -0.98571 0.91435 -2.38095  -0.515
N1 -1.67150 1.05430 0.49030  -0.327
C1 -2.63584 2.60321 -5.47927  -0.446
C2 -0.27169 1.23646 -1.53379  -1.130
C3 -2.23539 3.83063 -4.66297  -0.472
C4 -0.74867 3.87241 -4.32829  -0.894
C5 0.21310 6.26939 2.18639  -1.251
C6 -2.15179 -7.96249 4.06513  -1.192
C7 0.39667 -2.26765 0.13531  2.123
C8 1.61297 -3.58769 -1.72651  -1.605
C9 1.75142 -0.73708 3.54117  -1.443
C10 2.74595 0.06863 0.16417  1.301
C11 1.38026 3.41461 0.55407  -0.468
C12 -1.97884 2.49790 -6.85689  -0.784
C13 3.70394 -0.87558 -0.59680  -1.429
C14 0.41577 -3.54196 -0.77698  0.701
C15 0.33992 -5.38622 2.92834  -0.598
C16 0.32136 -0.40593 3.02390  0.446
C17 -2.48758 0.71215 1.39962  0.668
C18 -0.91760 -3.72944 -1.52686  -1.723
C19 5.87851 -0.10979 1.39596  -0.927
C20 -3.27352 1.80311 2.16066  -1.180
C21 -0.23196 1.21750 0.78836  0.833
C22 0.84021 -4.21089 3.76143  -0.971
C23 3.11618 3.78009 -0.98570  -0.674
C24 -3.69294 3.89421 -8.13072  -1.199
C25 5.73375 -1.35964 0.51413  -0.407
C26 -1.82779 -6.65598 4.78290  -0.519
C27 0.07952 2.69600 0.15092  0.750
C28 -2.22182 3.68921 -7.78279  -0.395
C29 -1.02259 4.80244 0.40942  -0.762
C30 -1.16456 -5.34148 2.66448  0.080
C31 -0.88212 5.19914 1.91402  -0.060
C32 0.43640 0.35903 -0.37642  1.170
C33 -2.86353 -0.70662 1.79176  -1.299
C34 -0.09729 -1.05347 -0.70732  -0.815
C35 -2.04394 -5.41808 3.91392  -0.912
B1 0.23055 1.00686 2.28721  1.115
H1 3.20737 -1.39030 -1.42008  0.165
H2 0.19844 1.89328 3.97518  0.258
H3 -1.78418 -3.44469 -0.92204  0.298
H4 1.32328 3.98432 1.48296  0.058
H5 -0.52035 4.75110 -3.72187  0.366
H6 -2.46718 -6.57526 5.66626  0.412
H7 -0.90051 2.35928 -6.73694  0.281
H8 -4.29191 1.44974 2.35751  0.515
H9 0.49598 -4.38949 -0.08133  0.130
H10 2.14415 2.64486 0.71630  -0.033
H11 -1.40353 -4.41517 2.12906  -0.325
H12 -3.19088 -7.97326 3.72908  0.293
H13 -1.04577 -4.79976 -1.73172  0.508
H14 -2.74338 2.11701 3.06325  0.156
H15 -4.10452 3.00646 -8.61637  0.290
H16 5.25230 -0.24078 2.28379  0.173
H17 1.75604 -1.15641 4.54648  0.431
H18 3.87113 3.70954 -0.18681  0.306
H19 2.20013 -1.46194 2.85359  0.256
H20 -3.93938 -0.81960 1.60835  0.673
H21 0.38739 -4.19543 4.75480  0.414
H22 1.50104 -4.41498 -2.43454  0.555
H23 0.85974 -5.37786 1.96574  0.327
H24 3.01612 2.81516 -1.50161  0.113
H25 -3.34952 2.63270 1.45761  0.208
H26 2.40092 0.14363 3.51055  0.298
H27 6.26036 -2.16193 1.03935  0.386
H28 2.53666 -3.70399 -1.15328  0.286
H29 -3.80981 4.73682 -8.81500  0.381
H30 -1.81879 4.60416 -7.34003  0.236
H31 3.50339 4.49280 -1.71842  0.363
H32 -0.13176 3.92446 -5.22853  0.404
H33 2.35175 -0.40926 1.06395  -0.921
H34 -3.09276 -5.38482 3.60004  0.448
H35 0.61458 -3.26445 3.26602  -0.018
H36 6.91150 -0.03624 1.75008  0.441
H37 1.40662 -2.18734 0.54163  0.034
H38 -0.27774 5.29320 -0.22596  0.440
H39 -2.52110 4.74773 -5.18832  0.365
H40 -0.30082 -0.27344 3.93095  0.598
H41 1.66645 -2.67918 -2.33643  0.233
H42 -0.45823 2.98902 -3.76178  0.004
H43 -1.98969 5.21412 0.09932  0.475
H44 6.26544 -1.24320 -0.44022  0.332
H45 -0.73904 4.28727 2.49763  -0.060
H46 -0.79900 -6.68572 5.15274  0.230
H47 -0.92517 -3.23110 -2.49969  0.337
H48 -0.14343 -1.21659 2.46603  -0.693
H49 -1.50940 -8.11705 3.19667  0.274
H50 -2.28725 -1.47502 1.28289  -0.146
H51 -2.34378 1.58831 -7.34590  0.443
H52 5.61877 0.81068 0.86912  0.225
H53 -2.75464 -0.76866 2.88307  0.324
H54 -1.88827 -4.52446 4.52604  0.301
H55 -2.38622 1.70372 -4.90773  0.114
H56 -0.22990 7.04995 2.80835  0.336
H57 -2.80281 3.82502 -3.72807  0.329
H58 -1.42710 -6.15537 1.98231  0.509
H59 3.38085 0.89683 0.51285  0.181
H60 -0.36657 -2.50221 0.88474  -1.479
H61 0.61542 -6.32560 3.41551  0.442
H62 -2.00677 -8.81137 4.73536  0.385
H63 -1.66381 3.52696 -8.70972  0.387
H64 -1.84404 5.60275 2.24705  0.592
H65 -4.29083 4.10663 -7.24307  0.288
H66 4.44891 -0.21178 -1.06060  0.726
H67 1.92209 -4.27274 3.89346  0.437
H68 0.67429 6.66462 1.28212  0.298
H69 0.97936 5.80697 2.81874  0.318
H70 0.20561 -1.24475 -1.74122  0.323
H71 -3.72457 2.59210 -5.59189  0.354
H72 -1.18167 -1.08776 -0.73080  0.530

---

Number 2 is which compound?
C35H72BBrNO17